Entry 1:
This record from the OMol25 dataset describes 2 unconnected molecules or ions with the total composition C4H12N2 in a non-equilibrium geometry. The level of theory is ωB97M-V/def2-TZVPD.

Geometry as XYZ:
```
18
Properties=species:S:1:pos:R:3:forces:R:3
C -3.683 0.870 -0.161 0.8 -0.1 -0.6
C -2.625 0.064 -0.383 -0.8 0.4 0.5
N -1.771 0.230 -1.454 0.2 -0.4 -0.6
H -4.073 1.368 -1.045 0.1 0.6 0.4
H -4.030 1.126 0.829 -0.5 -0.6 -0.1
H -2.394 -0.732 0.312 0.5 0.1 0.2
H -1.853 1.094 -1.964 -0.3 0.0 0.0
H -1.538 -0.550 -2.051 0.0 -0.1 0.2
C 2.814 0.500 1.101 -0.2 -0.3 -0.3
C 1.826 -0.209 0.189 -0.5 0.1 -0.7
N 1.693 -1.629 0.411 -0.4 -0.2 0.4
H 3.808 0.137 0.845 0.2 0.2 0.4
H 2.731 1.583 1.001 0.2 0.0 -0.2
H 2.573 0.287 2.145 0.1 -0.2 0.0
H 0.883 0.366 0.177 -0.2 -0.5 0.5
H 2.089 -0.184 -0.869 0.6 0.6 0.0
H 1.833 -2.079 1.298 0.0 0.3 0.0
H 1.718 -2.241 -0.379 0.1 0.0 0.0
```
Forces are in eV/Å.

Properties
LUMO energy   0.0392 Eh
HOMO energy   -8.202 eV
Gap between HOMO and LUMO   9.269 eV
Energy above the lowest of the compared OMol25 structures with the same formula, charge and spin   39.5 kcal/mol
Molar mass   88.2 g/mol
SMILES string   C=CN.CCN


Entry 2:
This record from the OMol25 dataset describes C3H3NO3S in the gas phase in a non-equilibrium geometry. The level of theory is ωB97M-V/def2-TZVPD.

Geometry as XYZ:
```
11
Properties=species:S:1:pos:R:3:forces:R:3
O -2.539 0.258 -0.250 0.5 -0.4 1.0
C -1.451 -0.125 0.046 0.5 1.0 -2.4
O -1.041 -1.410 -0.233 -1.5 -0.5 0.5
N 0.320 -1.492 -0.004 0.1 -1.2 -0.2
C 0.914 -0.311 -0.004 1.1 -0.2 0.0
S 2.502 -0.048 -0.166 0.4 0.3 -0.1
C -0.148 0.657 0.315 -0.6 1.0 1.3
O -0.047 1.896 -0.296 -1.8 -0.2 -0.3
H 0.692 -2.331 -0.427 0.2 0.1 0.1
H -0.070 0.793 1.403 -0.1 -0.1 0.2
H 0.867 2.113 -0.383 1.3 0.2 -0.1
```
Forces are in eV/Å.

Properties
LUMO energy   -0.0123 Eh
HOMO energy   -9.527 eV
Gap between HOMO and LUMO   9.194 eV
Energy above the lowest of the compared OMol25 structures with the same formula, charge and spin   60.6 kcal/mol
Molar mass   133.1 g/mol
SMILES string   O=C1ONC(=S)[C@H]1O


Entry 3:
This record from the OMol25 dataset describes a molecular structure, C33H44N3NaO2S4Si2Te. The level of theory is ωB97M-V/def2-TZVPD.

Geometry as XYZ:
```
90
Properties=species:S:1:pos:R:3:forces:R:3
Na 0.469 -0.691 0.866 0.1 0.1 -0.2
S -1.541 1.248 0.399 0.0 0.0 0.0
C -1.340 1.605 2.011 -0.1 0.0 -0.1
N -2.325 1.932 2.844 0.0 0.0 0.0
C -2.080 1.950 4.287 0.0 0.0 0.0
C -1.141 0.817 4.619 0.0 0.0 0.0
N 0.094 1.014 3.861 0.0 0.0 0.0
C 1.346 0.719 4.567 0.0 0.0 0.0
C 1.588 1.701 5.687 0.0 0.0 0.0
C 1.686 3.066 5.420 0.0 0.0 0.0
C 1.892 3.966 6.453 0.0 0.0 0.0
C 2.004 3.514 7.762 0.0 0.0 0.0
C 1.908 2.159 8.034 0.0 0.0 0.0
C 1.697 1.257 6.998 0.0 0.0 0.0
C 0.049 1.535 2.637 0.1 -0.1 0.1
S 1.365 2.070 1.772 0.0 0.0 0.0
C -3.711 2.104 2.414 0.0 0.0 0.0
C -4.579 0.947 2.853 0.0 0.0 0.0
C -4.137 -0.363 2.690 0.0 0.0 0.0
C -4.936 -1.422 3.093 0.0 0.0 0.0
C -6.184 -1.183 3.654 0.0 0.0 0.0
C -6.629 0.120 3.816 0.0 0.0 0.0
C -5.825 1.181 3.421 0.0 0.0 0.0
H -3.037 1.803 4.786 0.0 0.0 0.0
H -1.661 2.911 4.596 0.0 0.0 0.0
H -1.582 -0.153 4.385 0.0 0.0 0.0
H -0.886 0.837 5.678 0.0 0.0 0.0
H 2.149 0.745 3.835 0.0 0.0 0.0
H 1.256 -0.294 4.958 0.0 0.0 0.0
H 1.614 3.415 4.397 0.0 0.0 0.0
H 1.973 5.024 6.237 0.0 0.0 0.0
H 2.168 4.218 8.568 0.0 0.0 0.0
H 1.994 1.800 9.051 0.0 0.0 0.0
H 1.617 0.196 7.210 0.0 0.0 0.0
H -3.707 2.202 1.331 0.0 0.0 0.0
H -4.080 3.036 2.847 0.0 0.0 0.0
H -3.167 -0.564 2.251 0.0 0.0 0.0
H -4.579 -2.435 2.963 0.0 0.0 0.0
H -6.807 -2.011 3.968 0.0 0.0 0.0
H -7.598 0.312 4.258 0.0 0.0 0.0
H -6.171 2.200 3.557 0.0 0.0 0.0
O -1.064 -1.902 2.196 -0.1 0.0 0.0
S -0.090 -2.554 3.069 -0.1 0.0 0.0
O -0.204 -2.196 4.463 0.0 0.0 0.0
N 1.369 -2.276 2.445 0.1 0.0 0.1
C 2.016 -3.412 2.137 0.0 0.0 0.0
S 3.539 -3.507 1.502 0.0 0.0 0.0
C 1.177 -4.631 2.397 0.0 0.0 0.0
C 1.504 -5.959 2.181 0.0 0.0 0.0
C 0.549 -6.926 2.464 0.0 0.0 0.0
C -0.707 -6.578 2.957 0.0 0.0 0.0
C -1.037 -5.248 3.181 0.0 0.0 0.0
C -0.075 -4.304 2.885 0.0 0.0 0.0
H 2.483 -6.213 1.797 0.0 0.0 0.0
H 0.782 -7.970 2.300 0.0 0.0 0.0
H -1.433 -7.352 3.170 0.0 0.0 0.0
H -2.005 -4.963 3.571 0.0 0.0 0.0
C 1.072 -3.583 -1.369 0.0 0.0 0.0
Si 1.934 -2.516 -2.646 0.0 0.0 0.0
C 0.777 -1.136 -3.175 0.0 0.0 0.0
C 2.333 -3.585 -4.134 0.0 0.0 0.0
C 3.545 -1.840 -1.955 -0.1 0.0 0.0
Te 3.307 -0.451 -0.337 0.0 0.0 0.0
C 2.989 1.267 -1.607 0.0 0.0 0.1
Si 4.487 2.392 -1.667 0.0 0.0 0.0
C 4.099 3.867 -2.759 0.0 0.0 0.0
C 4.868 2.985 0.068 0.0 0.0 0.0
C 5.944 1.447 -2.371 0.0 0.0 0.0
H 0.140 -3.977 -1.782 0.0 0.0 0.0
H 0.828 -3.044 -0.451 0.0 0.0 0.0
H 1.702 -4.427 -1.077 0.0 0.0 0.0
H -0.166 -1.552 -3.537 0.0 0.0 0.0
H 1.206 -0.540 -3.984 0.0 0.0 0.0
H 0.550 -0.457 -2.349 0.0 0.0 0.0
H 1.426 -4.027 -4.553 0.0 0.0 0.0
H 3.002 -4.402 -3.852 0.0 0.0 0.0
H 2.821 -3.011 -4.924 0.0 0.0 0.0
H 4.155 -1.338 -2.709 0.0 0.0 0.0
H 4.143 -2.656 -1.542 0.0 0.0 0.0
H 2.119 1.793 -1.206 0.0 0.0 0.0
H 2.716 0.888 -2.592 0.0 0.0 0.0
H 3.243 4.420 -2.364 0.0 0.0 0.0
H 3.849 3.549 -3.774 0.0 0.0 0.0
H 4.943 4.557 -2.823 0.0 0.0 0.0
H 4.009 3.505 0.498 0.0 0.0 0.0
H 5.711 3.680 0.063 0.0 0.0 0.0
H 5.123 2.152 0.727 0.0 0.0 0.0
H 5.744 1.114 -3.392 0.0 0.0 0.0
H 6.159 0.566 -1.761 0.0 0.0 0.0
H 6.844 2.065 -2.394 0.0 0.0 0.0
```
Forces are in eV/Å.

Properties
LUMO energy   -0.0225 Eh
HOMO energy   -7.588 eV
Gap between HOMO and LUMO   6.977 eV
Energy above the lowest of the compared OMol25 structures with the same formula, charge and spin   0.0 kcal/mol
Molar mass   849.8 g/mol


Entry 4:
This record from the OMol25 dataset describes CH3NOS in the gas phase in a non-equilibrium geometry. The level of theory is ωB97M-V/def2-TZVPD.

Geometry as XYZ:
```
7
Properties=species:S:1:pos:R:3:forces:R:3
O -0.479 0.941 1.912 0.1 -0.7 -2.9
C -0.426 0.670 0.711 0.3 0.2 1.2
N 0.361 -0.396 0.170 -2.1 3.5 -1.2
S -0.053 -0.983 -1.346 -0.2 -0.3 -0.7
H -0.957 1.254 -0.127 0.6 -0.7 1.1
H 0.647 -1.055 0.795 1.1 -2.0 2.2
H 0.907 -0.430 -2.114 0.1 0.0 0.2
```
Forces are in eV/Å.

Properties
LUMO energy   0.0259 Eh
HOMO energy   -10.155 eV
Gap between HOMO and LUMO   10.862 eV
Energy above the lowest of the compared OMol25 structures with the same formula, charge and spin   22.0 kcal/mol
Molar mass   77.1 g/mol
SMILES string   O=CNS


Entry 5:
This record from the OMol25 dataset describes 3 unconnected molecules or ions with the total composition C4H12O2 in a non-equilibrium geometry. The level of theory is ωB97M-V/def2-TZVPD.

Geometry as XYZ:
```
18
Properties=species:S:1:pos:R:3:forces:R:3
C 1.725 1.316 0.576 1.2 0.4 0.1
C 1.435 -0.119 0.547 -0.3 0.8 0.3
C 0.224 -0.643 1.053 0.0 -0.7 -0.7
C -0.074 -2.066 0.956 0.1 -0.1 0.3
H 1.612 1.808 1.547 -0.8 -0.2 0.1
H 2.765 1.513 0.355 0.4 -0.3 -0.3
H 1.205 1.910 -0.181 -0.5 -0.1 0.1
H 2.188 -0.770 0.109 -0.2 -0.2 0.1
H -0.524 0.018 1.467 0.0 0.3 0.1
H -0.917 -2.384 1.558 0.1 0.0 0.5
H -0.390 -2.415 -0.029 0.1 0.3 -0.6
H 0.852 -2.624 1.121 -0.1 -0.3 0.2
H 0.430 0.677 -2.151 -0.2 -0.4 -0.1
H -0.185 -0.673 -1.645 0.1 0.0 -0.1
O -0.132 -0.074 -2.395 0.0 0.4 0.2
H -2.533 2.075 0.175 -0.1 -0.2 -0.2
H -1.920 1.090 -0.848 -0.2 0.2 -0.2
O -2.591 1.169 -0.159 0.5 -0.1 0.4
```
Forces are in eV/Å.

Properties
LUMO energy (alpha / beta)   -0.1980 / -0.3229 Eh
HOMO energy (alpha / beta)   -15.084 / -15.073 eV
Gap between HOMO and LUMO (alpha / beta)   9.695 / 6.286 eV
Energy above the lowest of the compared OMol25 structures with the same formula, charge and spin   11.4 kcal/mol
Spin multiplicity   2
Molar mass   92.1 g/mol
Net charge   +1


Entry 6:
This record from the OMol25 dataset describes a molecular structure, C17H13ClIMnN5OS. The level of theory is ωB97M-V/def2-TZVPD.

Geometry as XYZ:
```
40
Properties=species:S:1:pos:R:3:forces:R:3
Mn 1.161 0.375 -0.625 0.0 0.0 0.1
C -0.537 4.231 -0.093 0.0 0.0 -0.1
C -0.024 2.834 -0.011 -0.1 -0.2 0.3
N 0.859 2.317 -0.788 0.1 0.1 0.0
N 1.456 3.090 -1.748 0.0 -0.2 0.1
C 2.459 2.449 -2.298 0.0 0.3 -0.1
N 3.167 3.127 -3.230 0.0 -0.1 0.0
S 2.991 0.827 -1.922 0.0 -0.1 0.0
C -0.476 1.916 1.060 0.1 0.2 -0.2
C -1.527 2.216 1.915 0.0 -0.1 0.1
C -1.869 1.307 2.903 0.0 0.0 0.0
C -1.144 0.132 3.023 0.0 0.0 0.0
C -0.111 -0.099 2.131 0.0 0.0 0.0
N 0.219 0.764 1.174 -0.1 0.1 -0.2
H 0.022 4.784 -0.842 0.0 0.0 0.0
H -0.457 4.740 0.869 0.0 0.0 0.0
H -1.592 4.219 -0.379 0.0 0.0 0.0
H 2.800 4.003 -3.561 0.0 0.0 0.0
H 3.822 2.624 -3.800 0.0 0.0 0.0
H -2.078 3.137 1.795 0.0 0.0 0.0
H -2.695 1.514 3.569 0.0 0.0 0.0
H -1.377 -0.602 3.781 0.0 0.0 0.0
H 0.474 -1.010 2.174 0.0 0.0 0.0
Cl -2.086 -5.570 0.180 0.0 0.0 0.0
C -1.674 -3.922 -0.204 0.1 0.0 0.0
C -2.658 -3.032 -0.529 0.0 0.1 0.0
C -2.361 -1.695 -0.844 0.0 -0.2 0.0
I -3.902 -0.384 -1.304 0.0 0.1 0.0
C -1.058 -1.217 -0.854 0.1 0.0 0.0
O -0.707 -0.013 -1.159 -0.1 -0.1 0.0
C -0.043 -2.165 -0.464 0.1 0.0 0.0
N 1.223 -1.655 -0.397 -0.1 0.1 0.0
C 2.222 -2.444 -0.078 0.0 -0.1 0.0
C 2.035 -3.808 0.221 0.0 0.1 0.0
C 0.775 -4.331 0.189 0.0 0.0 0.0
C -0.322 -3.508 -0.157 0.0 -0.1 0.0
H -3.687 -3.364 -0.543 0.0 0.0 0.0
H 3.208 -1.996 -0.053 0.0 0.0 0.0
H 2.891 -4.417 0.475 0.0 0.0 0.0
H 0.600 -5.373 0.423 0.0 0.0 0.0
```
Forces are in eV/Å.

Properties
LUMO energy (alpha / beta)   -0.0139 / -0.0103 Eh
HOMO energy (alpha / beta)   -7.345 / -7.237 eV
Gap between HOMO and LUMO (alpha / beta)   6.967 / 6.956 eV
Spin multiplicity   2
Molar mass   552.7 g/mol


Entry 7:
This record from the OMol25 dataset describes C3H4OS in the gas phase in a non-equilibrium geometry. The level of theory is ωB97M-V/def2-TZVPD.

Geometry as XYZ:
```
9
Properties=species:S:1:pos:R:3:forces:R:3
C 0.535 -0.567 -0.928 -1.8 -1.6 1.7
C -0.699 -0.261 0.034 1.7 -1.0 -0.5
O -1.710 -0.899 0.068 -0.7 0.0 0.0
C -0.452 0.819 1.100 3.4 0.8 -1.4
S 0.991 1.652 1.188 -2.1 -1.0 0.1
H 1.333 -0.591 -0.223 1.0 -0.2 0.2
H 0.622 0.306 -1.460 0.6 2.0 -1.6
H 0.574 -1.469 -1.599 -0.8 0.9 1.0
H -1.193 1.009 1.820 -1.2 0.0 0.7
```
Forces are in eV/Å.

Properties
LUMO energy   -0.0577 Eh
HOMO energy   -9.228 eV
Gap between HOMO and LUMO   7.657 eV
Energy above the lowest of the compared OMol25 structures with the same formula, charge and spin   26.9 kcal/mol
Molar mass   88.1 g/mol
SMILES string   CC(=O)C=S